Below is C14H25ClHgNP as an isolated structure, with properties calculated with the ωB97M-V functional and the def2-TZVPD basis.

Results
Multiplicity: 1
Kohn-Sham gap in Ha: 0.2542
Electronic energy in eV: -42394.199
Highest occupied orbital energy in hartree: -0.2340

Each line ends with the natural charge from an NBO analysis.
CARTESIAN COORDINATES (ANGSTROEM)
C (0.441, 3.226, -3.716)  -0.23
C (-0.823, 2.797, -3.359)  -0.22
C (-0.982, 1.780, -2.399)  -0.08
C (0.151, 1.218, -1.829)  -0.48
C (1.426, 1.645, -2.182)  0.00
C (1.578, 2.675, -3.119)  -0.24
C (-2.382, 1.390, -2.035)  -0.44
C (-2.679, -0.060, -1.622)  -0.20
N (-2.086, -1.141, -2.391)  -0.49
Hg (-0.158, -0.110, -0.188)  1.36
C (2.657, 1.016, -1.554)  -0.75
P (2.224, -0.688, -0.980)  0.74
H (-1.727, 3.203, -3.818)  0.20
H (2.581, 3.020, -3.373)  0.21
H (0.548, 4.012, -4.470)  0.21
H (2.998, 1.553, -0.647)  0.24
H (3.504, 0.946, -2.255)  0.23
H (-2.718, 2.021, -1.200)  0.24
H (-3.032, 1.651, -2.872)  0.21
H (-2.425, -0.234, -0.556)  0.15
C (3.675, -1.331, -0.108)  -0.95
C (2.164, -1.575, -2.576)  -0.95
H (-3.769, -0.177, -1.607)  0.19
C (-1.395, -0.945, -3.658)  -0.40
C (-2.968, -2.311, -2.495)  -0.40
H (-0.432, -0.918, 1.505)  0.06
H (-1.856, -1.582, -4.423)  0.18
H (-1.398, 0.074, -4.061)  0.21
H (-0.351, -1.273, -3.625)  0.18
H (-3.143, -2.574, -3.546)  0.18
H (-2.559, -3.200, -2.001)  0.19
H (-3.955, -2.100, -2.046)  0.19
H (3.190, -1.651, -2.972)  0.22
H (1.743, -2.585, -2.420)  0.24
H (1.536, -1.034, -3.299)  0.26
H (4.563, -1.182, -0.745)  0.22
H (3.797, -0.790, 0.843)  0.25
H (3.535, -2.403, 0.102)  0.24
H (-0.569, -1.545, 0.977)  -0.06
Cl (-1.028, 2.329, 1.865)  -0.09
C (0.361, 1.767, 1.042)  -1.03
H (0.694, 2.571, 0.373)  0.20
H (1.108, 1.454, 1.771)  0.18